# C5H13NS

The molecule C5H13NS (the ωB97M-V functional and the def2-TZVPD basis, the OMol25 dataset).

The geometry in ORCA input format:
```
! RIJCOSX wB97M-V def2-TZVPD def2/J DEFGRID3
* xyz 0 1
S -1.391 -2.348 -1.109
N 0.738 0.085 0.573
C -1.927 -0.891 -0.158
C 0.150 0.474 -0.725
C 0.827 1.222 1.462
C -1.371 0.410 -0.693
C 2.034 -0.549 0.397
H -1.689 0.502 -1.740
H 1.370 2.067 0.995
H -3.009 -0.841 -0.077
H 0.512 -0.199 -1.491
H -1.799 1.280 -0.194
H -1.773 -1.919 -2.317
H 2.835 0.166 0.156
H -1.542 -1.126 0.836
H 1.471 0.986 2.314
H 2.321 -1.079 1.300
H 0.454 1.506 -0.934
H 1.938 -1.320 -0.369
H -0.147 1.576 1.774
*
```

Properties
* ΔE to the lowest compared entry with this formula, charge and spin: 54.6 kJ/mol
* orbital gap: 0.3491 Eh
* total energy: -651.2232 a.u.
* LUMO energy: 0.0352 Ha

Löwdin charges, unit e, in atom order: atom 1 (S): 0.701, atom 2 (N): -0.277, atom 3 (C): -0.566, atom 4 (C): -0.242, atom 5 (C): -0.113, atom 6 (C): -0.272, atom 7 (C): -0.108, atom 8 (H): 0.104, atom 9 (H): 0.084, atom 10 (H): 0.066, atom 11 (H): 0.090, atom 12 (H): 0.105, atom 13 (H): -0.148, atom 14 (H): 0.086, atom 15 (H): 0.059, atom 16 (H): 0.084, atom 17 (H): 0.078, atom 18 (H): 0.113, atom 19 (H): 0.078, atom 20 (H): 0.079

---

# C3H12NO3

A cluster of 3 separate species, C3H12NO3 in total (the ωB97M-V functional and the def2-TZVPD basis, the OMol25 dataset).

The geometry in ORCA input format:
```
! RIJCOSX wB97M-V def2-TZVPD def2/J DEFGRID3
* xyz -1 1
O -0.183 -0.221 -1.054
O -0.645 0.128 -3.561
O -2.403 0.326 -0.149
N 0.098 1.386 1.550
C 0.223 -1.236 -0.152
C 0.786 0.246 1.925
C 1.481 -0.553 0.702
H -2.709 1.079 -0.393
H -0.342 0.984 -3.527
H -0.654 -0.271 -2.626
H 1.726 0.544 2.467
H 2.135 -1.274 1.126
H -0.773 0.958 1.113
H 0.468 1.909 0.747
H 0.576 -2.036 -0.720
H -1.472 -0.014 -0.560
H 1.872 0.196 0.032
H -0.521 -1.591 0.506
H 0.336 -0.562 2.574
*
```

Properties
* ΔE to the lowest compared entry with this formula, charge and spin: 186.4 kJ/mol
* orbital gap: 0.2985 Eh
* total energy: -401.9447 a.u.
* LUMO energy: 0.1529 Ha

Löwdin charges, unit e, in atom order: atom 1 (O): -0.349, atom 2 (O): -0.117, atom 3 (O): -0.113, atom 4 (N): -0.030, atom 5 (C): -0.299, atom 6 (C): -0.375, atom 7 (C): -0.138, atom 8 (H): -0.117, atom 9 (H): -0.053, atom 10 (H): 0.011, atom 11 (H): 0.081, atom 12 (H): 0.057, atom 13 (H): 0.063, atom 14 (H): 0.077, atom 15 (H): 0.058, atom 16 (H): -0.022, atom 17 (H): 0.077, atom 18 (H): 0.075, atom 19 (H): 0.114

---

# C3Na8O9

A structure of composition C3Na8O9 (the ωB97M-V functional and the def2-TZVPD basis, the OMol25 dataset).

The geometry in ORCA input format:
```
! RIJCOSX wB97M-V def2-TZVPD def2/J DEFGRID3
* xyz 2 1
Na -1.614 -1.012 2.276
Na -2.891 -1.185 -2.021
Na 0.759 -3.320 -2.134
Na 2.525 0.845 -1.099
Na -4.182 1.831 0.711
Na 1.904 -1.385 0.483
Na -1.345 2.165 -1.070
Na 0.564 2.195 1.757
O 0.234 0.468 -0.125
O 2.490 3.248 -2.443
O -1.963 0.113 0.157
O 0.275 -3.196 1.028
O -0.664 -1.415 -0.840
O 1.435 2.962 -0.570
O -0.549 -2.880 3.077
O 0.318 3.898 -2.276
O 1.612 -3.324 2.837
C 1.410 3.449 -1.811
C 0.474 -3.167 2.329
C -0.792 -0.291 -0.266
*
```

Properties
* orbital gap: 0.0863 Eh
* total energy: -2089.5363 a.u.
* LUMO energy: -0.3296 Ha

Löwdin charges, unit e, in atom order: atom 1 (Na): 0.685, atom 2 (Na): 0.837, atom 3 (Na): 0.845, atom 4 (Na): 0.702, atom 5 (Na): 0.890, atom 6 (Na): 0.668, atom 7 (Na): 0.639, atom 8 (Na): 0.757, atom 9 (O): -0.126, atom 10 (O): -0.074, atom 11 (O): -0.172, atom 12 (O): -0.191, atom 13 (O): -0.077, atom 14 (O): -0.252, atom 15 (O): -0.152, atom 16 (O): -0.099, atom 17 (O): -0.053, atom 18 (C): -0.941, atom 19 (C): -0.959, atom 20 (C): -0.927

---

# C37H43O3SiTb

A structure of composition C37H43O3SiTb (the ωB97M-V functional and the def2-TZVPD basis, the OMol25 dataset).

The geometry in ORCA input format:
```
! RIJCOSX wB97M-V def2-TZVPD def2/J DEFGRID3
* xyz 0 7
Tb 0.669 0.110 -0.958
Si 1.180 1.105 2.570
O -3.058 -1.905 -0.805
O -2.628 -1.311 -4.293
O 0.799 0.555 1.103
C 1.058 2.260 -2.377
C -0.477 5.414 3.575
C 0.047 -1.184 3.917
C 2.740 -0.285 -2.453
C 3.030 1.165 2.719
C 5.819 1.002 2.531
C -0.051 1.723 -3.086
C 0.854 0.600 5.365
C -0.185 -1.358 6.324
C -0.886 3.041 3.149
C 0.496 2.817 3.022
C -0.368 -1.890 5.040
C -3.120 -2.425 0.576
C -3.041 -1.317 -5.721
C 0.446 -0.131 6.483
C 0.635 2.577 -1.055
C -3.642 -2.377 -4.133
C -0.757 2.219 -0.944
C 2.019 -1.526 -2.397
C -1.478 -3.797 -0.663
C 1.379 3.862 3.314
C -1.820 -2.466 -1.371
C -1.168 1.646 -2.188
C 2.153 -2.045 -1.067
C -2.446 -3.872 0.551
C 3.316 -0.048 -1.167
C -1.362 4.328 3.412
C 2.889 -1.086 -0.293
C -4.051 -2.524 -5.598
C 0.633 0.079 4.087
C -1.816 -1.505 -6.613
C -3.823 -0.061 -6.118
C 3.722 1.956 1.785
C 3.747 0.365 3.611
C 5.139 0.296 3.523
C 5.107 1.857 1.670
C 0.900 5.163 3.548
H -0.899 -1.783 -1.504
H -1.395 2.447 -0.099
H 2.887 0.357 -3.336
H 2.037 2.529 -2.790
H 3.216 -0.181 4.386
H -3.151 -4.761 0.413
H -1.301 -2.449 -6.393
H -2.563 -1.794 1.337
H 1.488 -2.006 -3.236
H -0.085 1.578 -4.178
H -1.902 -3.999 1.522
H -5.122 -2.278 -5.762
H 1.831 -3.024 -0.708
H -1.141 -0.637 -6.459
H -4.414 -1.971 -3.470
H -4.803 -0.023 -5.609
H -3.185 -3.287 -3.708
H 0.634 0.296 7.463
H 1.334 1.575 5.492
H -3.224 0.852 -5.951
H -2.446 4.485 3.497
H 5.626 2.483 0.927
H -0.533 -1.900 7.205
H 3.160 2.665 1.152
H 1.258 3.067 -0.307
H 4.074 0.708 -0.908
H -2.174 1.334 -2.471
H -1.594 2.207 3.069
H -2.068 -2.731 -2.420
H 6.906 0.945 2.441
H -4.189 -2.321 0.773
H -2.088 -1.534 -7.680
H 5.695 -0.288 4.258
H 3.133 -1.134 0.769
H -0.854 6.428 3.757
H 1.634 5.959 3.712
H -3.805 -3.498 -6.080
H -0.447 -3.885 -0.301
H 2.458 3.682 3.373
H -4.080 -0.083 -7.194
H -0.076 -1.587 2.904
H -0.844 -2.861 4.933
H -1.586 -4.610 -1.396
*
```

Properties
* ΔE to the lowest compared entry with this formula, charge and spin: 141.3 kJ/mol
* orbital gap (alpha / beta): 0.3090 / 0.3126 Eh
* ⟨S²⟩: 12.735
* total energy: -2775.3890 a.u.
* LUMO energy (alpha / beta): 0.0161 / 0.0165 Ha

Löwdin charges, unit e, in atom order: atom 1 (Tb): 1.581, atom 2 (Si): 0.477, atom 3 (O): -0.147, atom 4 (O): -0.105, atom 5 (O): -0.465, atom 6 (C): -0.230, atom 7 (C): -0.091, atom 8 (C): -0.092, atom 9 (C): -0.230, atom 10 (C): -0.240, atom 11 (C): -0.088, atom 12 (C): -0.175, atom 13 (C): -0.100, atom 14 (C): -0.095, atom 15 (C): -0.095, atom 16 (C): -0.230, atom 17 (C): -0.096, atom 18 (C): -0.148, atom 19 (C): -0.551, atom 20 (C): -0.088, atom 21 (C): -0.242, atom 22 (C): -0.180, atom 23 (C): -0.224, atom 24 (C): -0.234, atom 25 (C): -0.157, atom 26 (C): -0.098, atom 27 (C): -0.187, atom 28 (C): -0.186, atom 29 (C): -0.216, atom 30 (C): -0.138, atom 31 (C): -0.178, atom 32 (C): -0.092, atom 33 (C): -0.206, atom 34 (C): -0.069, atom 35 (C): -0.239, atom 36 (C): -0.026, atom 37 (C): -0.033, atom 38 (C): -0.117, atom 39 (C): -0.078, atom 40 (C): -0.085, atom 41 (C): -0.092, atom 42 (C): -0.088, atom 43 (H): 0.073, atom 44 (H): 0.102, atom 45 (H): 0.108, atom 46 (H): 0.112, atom 47 (H): 0.095, atom 48 (H): 0.122, atom 49 (H): 0.085, atom 50 (H): 0.120, atom 51 (H): 0.110, atom 52 (H): 0.108, atom 53 (H): 0.104, atom 54 (H): 0.112, atom 55 (H): 0.095, atom 56 (H): 0.090, atom 57 (H): 0.125, atom 58 (H): 0.087, atom 59 (H): 0.106, atom 60 (H): 0.100, atom 61 (H): 0.114, atom 62 (H): 0.089, atom 63 (H): 0.101, atom 64 (H): 0.107, atom 65 (H): 0.100, atom 66 (H): 0.105, atom 67 (H): 0.102, atom 68 (H): 0.110, atom 69 (H): 0.103, atom 70 (H): 0.110, atom 71 (H): 0.073, atom 72 (H): 0.100, atom 73 (H): 0.112, atom 74 (H): 0.087, atom 75 (H): 0.102, atom 76 (H): 0.108, atom 77 (H): 0.100, atom 78 (H): 0.101, atom 79 (H): 0.119, atom 80 (H): 0.093, atom 81 (H): 0.096, atom 82 (H): 0.092, atom 83 (H): 0.092, atom 84 (H): 0.095, atom 85 (H): 0.110

---

> total energy of number 2 (C3H12NO3)?

-401.9447 a.u.